1.
The following is a DFT calculation (wB97M-V/def2-TZVPD) of 6 unconnected molecules or ions with the total composition C30H42F10NO12.

F_max = 1.38 eV/Å
LUMO level = -2.04 eV
charge = +1
energy above the lowest of the compared OMol25 structures with the same formula, charge and spin = 0.0 kJ/mol

Geometry as XYZ:
```
95
Properties=species:S:1:pos:R:3:forces:R:3:mulliken_charge:R:1
C 5.200244 -0.575203 -0.807362 -0.04 0.06 0.03 -1.26
C 3.741692 -0.427310 -0.518379 0.39 -0.13 0.43 0.73
O 3.272616 -0.709104 0.545450 -0.43 0.33 -0.34 -0.46
O 2.960311 0.008320 -1.573824 -0.14 -0.16 0.17 -0.23
C 2.731748 -1.098248 -2.450988 -0.20 -0.26 -0.17 -0.62
C 1.609080 -0.814892 -3.415419 0.31 0.49 0.01 -1.40
C 0.385095 -0.091754 -2.867139 -0.23 -0.30 0.03 -0.63
C -0.047393 -0.447104 -1.447846 1.11 0.51 -0.52 -1.14
N -1.559372 -0.627764 -1.315194 -0.02 -0.07 0.93 -0.31
C -2.362586 0.591390 -1.707226 0.16 1.35 -0.24 0.74
F -1.707139 1.654819 -1.193954 -0.28 -0.93 -0.21 -0.26
F -2.404805 0.713454 -3.028520 -0.03 -0.13 0.46 -0.26
C -3.813361 0.630591 -1.106305 -0.08 0.78 -0.24 0.63
F -3.743135 0.265795 0.175557 -0.13 -0.01 -0.24 -0.19
F -4.645743 -0.143030 -1.787858 0.18 0.17 0.38 -0.20
F -4.230027 1.900444 -1.190987 0.17 -0.77 0.09 -0.21
C -2.047938 -1.937857 -1.881420 0.02 -0.95 -0.66 0.89
F -2.902229 -1.735734 -2.876399 0.15 0.05 0.17 -0.25
F -0.992172 -2.605033 -2.356428 -0.29 0.22 0.16 -0.30
C -2.727421 -2.844453 -0.802252 0.03 -0.60 -0.55 0.55
F -3.908212 -2.349761 -0.451968 0.41 -0.21 0.12 -0.20
F -2.888961 -4.047751 -1.367259 -0.07 0.67 0.50 -0.18
F -1.916587 -2.942726 0.250811 -0.29 0.14 -0.10 -0.21
H 5.607664 0.258258 -1.361935 0.02 0.23 -0.14 0.36
H 5.699949 -0.704114 0.137697 0.28 0.03 0.23 0.39
H 5.364600 -1.475617 -1.386665 0.01 -0.22 -0.22 0.35
H 2.507606 -1.978209 -1.848801 -0.10 -0.17 0.16 0.50
H 3.614577 -1.331290 -3.037408 0.32 0.00 -0.02 0.40
H 1.984529 -0.160614 -4.192670 0.14 0.08 -0.28 0.45
H 1.370605 -1.750411 -3.905316 -0.24 -0.28 -0.03 0.37
H 0.563251 0.973931 -2.885141 0.00 0.28 -0.13 0.59
H -0.414384 -0.290455 -3.570391 -0.17 0.07 -0.16 0.51
H 0.257213 0.341515 -0.774518 -0.40 0.12 0.38 0.41
H 0.426468 -1.332758 -1.051945 -0.25 -0.40 0.10 0.76
H -1.676163 -0.707704 -0.294169 -0.04 0.15 0.23 0.69
O -0.564329 3.478432 -4.803267 0.19 -0.15 -0.07 -0.55
C -1.539038 4.168881 -4.744032 -0.04 0.01 0.23 0.50
O -1.651550 5.344494 -5.389737 -0.05 0.03 -0.03 -0.40
C -2.890224 5.995037 -5.036652 -0.15 0.03 0.02 -0.43
C -3.803644 4.875143 -4.548936 0.09 -0.07 0.04 -0.65
C -2.794035 3.905645 -3.936877 -0.40 0.20 -0.23 0.24
H -2.680771 6.730896 -4.258461 0.02 -0.02 0.02 0.25
H -3.276722 6.509502 -5.911483 0.13 -0.01 -0.07 0.35
H -4.575164 5.215520 -3.862106 0.06 0.07 0.03 0.36
H -4.296071 4.404287 -5.400137 0.00 0.01 -0.02 0.30
H -2.583781 4.139655 -2.891416 0.03 -0.06 0.03 0.19
H -3.094433 2.867902 -4.033350 0.10 -0.07 0.10 -0.12
O 1.436926 -8.263121 -3.246582 0.20 -0.02 -0.14 -0.54
C 0.392070 -7.740845 -3.026261 -0.07 -0.14 0.28 0.39
O 0.070746 -6.512661 -3.519982 -0.09 0.14 -0.07 -0.40
C -1.199429 -6.088664 -3.008033 -0.07 -0.08 -0.03 0.05
C -1.919514 -7.367677 -2.596337 0.07 -0.10 0.09 -0.58
C -0.751391 -8.259027 -2.171989 -0.34 0.24 -0.29 -0.35
H -1.019407 -5.425418 -2.160736 0.03 -0.02 0.06 -0.09
H -1.726511 -5.537138 -3.784629 0.11 0.03 -0.07 0.34
H -2.666670 -7.209861 -1.820888 0.03 0.04 0.03 0.31
H -2.419989 -7.802634 -3.461378 -0.01 0.01 -0.02 0.29
H -0.486834 -8.118925 -1.123225 0.04 -0.07 0.02 0.25
H -0.926398 -9.311668 -2.368495 0.15 -0.07 0.11 0.32
O 0.174422 -0.044290 1.883142 -0.50 -0.18 -0.46 -0.68
C 0.678758 0.574665 2.785956 0.28 0.20 -0.04 0.45
O -0.041267 1.364234 3.592298 0.02 0.06 -0.07 -0.40
C 0.835078 2.045614 4.531044 0.19 0.11 0.23 -0.19
C 2.078964 1.172395 4.595605 -0.01 -0.07 -0.06 -0.64
C 2.134871 0.602049 3.178908 -0.03 -0.14 0.56 0.07
H 1.041390 3.046309 4.154026 -0.10 -0.10 -0.02 0.07
H 0.324502 2.126088 5.487902 -0.18 -0.04 -0.09 0.37
H 2.970136 1.721777 4.889858 -0.03 0.09 -0.05 0.39
H 1.931027 0.360567 5.310336 0.02 -0.01 -0.01 0.27
H 2.676812 1.251362 2.492201 -0.02 -0.03 -0.09 -0.08
H 2.548007 -0.401219 3.145304 0.06 0.01 -0.24 0.46
O 0.714441 -2.658298 5.696301 0.16 -0.09 0.03 -0.57
C -0.446695 -2.388471 5.641050 0.04 0.16 -0.14 0.52
O -1.417985 -3.333753 5.632744 -0.09 0.03 0.01 -0.37
C -2.707200 -2.720287 5.454189 -0.06 0.06 0.06 -0.37
C -2.530028 -1.272908 5.895920 0.11 0.08 -0.02 -0.73
C -1.069148 -1.011463 5.529062 -0.47 -0.20 0.36 0.24
H -2.980195 -2.799700 4.400882 0.00 0.01 -0.07 0.14
H -3.439224 -3.261995 6.047164 0.08 -0.11 0.02 0.38
H -3.238635 -0.591409 5.429860 0.00 -0.04 -0.06 0.36
H -2.655265 -1.199844 6.976356 -0.03 -0.01 0.01 0.30
H -0.955552 -0.670504 4.503307 0.01 0.07 -0.05 -0.28
H -0.586275 -0.314538 6.207868 0.18 0.03 -0.12 0.32
O 1.586630 5.222381 3.978125 -0.16 -0.12 -0.04 -0.60
C 2.597562 5.180387 3.343876 0.21 0.30 0.17 0.51
O 3.050908 4.035438 2.771271 0.01 -0.06 -0.07 -0.21
C 4.339379 4.260506 2.163871 0.14 0.05 -0.07 -0.38
C 4.406156 5.761694 1.914870 -0.05 0.08 0.09 -0.56
C 3.571281 6.309115 3.073154 0.11 -0.18 -0.45 -0.56
H 5.110168 3.918966 2.857704 -0.01 0.02 0.02 0.27
H 4.402706 3.673922 1.250384 -0.11 -0.08 0.04 0.28
H 5.423649 6.142943 1.877857 0.02 -0.05 0.05 0.34
H 3.922159 6.001336 0.967783 0.01 -0.01 -0.02 0.27
H 4.168237 6.470670 3.971517 -0.05 0.05 0.05 0.27
H 3.036770 7.218885 2.819465 -0.05 0.06 0.20 0.34
```
Forces are in eV/Å.

2.
The following is a DFT calculation (wB97M-V/def2-TZVPD) of a molecular structure, C30H42F18KO18PbV.

F_max = 9.10 eV/Å
2S+1 = 3
LUMO level (spin up / spin down) = -0.15 / -0.14 eV
charge = 0
energy above the lowest of the compared OMol25 structures with the same formula, charge and spin = 0.0 kJ/mol
<S²> = 2.0113

Geometry as XYZ:
```
111
Properties=species:S:1:pos:R:3:forces:R:3:lowdin_spin:R:1
Pb 21.742365 3.886830 -3.579399 -1.61 1.93 1.10 0.00
K 17.162648 8.429893 -1.469168 0.59 -0.71 -0.28 0.00
V 19.475563 6.083848 -2.602610 0.30 1.21 0.96 1.94
O 20.886482 6.097186 -4.357882 -1.71 -1.45 1.35 0.02
C 21.251254 7.392456 -4.602370 2.35 1.17 -0.07 0.00
C 20.602675 8.520858 -3.773408 -0.73 1.53 -0.29 0.00
O 19.684698 8.152803 -2.816661 -0.80 -2.78 0.85 -0.01
H 21.168475 7.704472 -5.660779 -0.33 -0.42 -0.09 0.00
H 22.341540 7.472957 -4.422033 -0.04 0.14 -0.04 0.00
H 20.087321 9.222410 -4.463683 0.04 -0.30 -0.27 0.00
H 21.337437 9.208497 -3.318932 0.46 -0.54 -0.01 0.00
O 17.436437 6.266447 -3.301360 1.63 0.00 0.95 0.02
C 17.123962 5.108932 -3.969782 0.15 -0.04 -0.70 0.00
C 17.930943 3.850422 -3.581989 -1.69 -1.26 0.29 0.00
O 19.241237 4.055899 -3.232140 1.37 1.52 0.11 0.01
H 17.320333 5.207912 -5.063785 -0.34 0.17 0.23 0.00
H 16.043462 4.898766 -3.857648 0.08 -0.39 -0.18 0.00
H 17.761156 3.134449 -4.423109 0.47 0.23 0.02 0.00
H 17.430911 3.308613 -2.746953 -0.05 0.38 0.08 0.00
O 21.208889 5.251098 -1.565670 -1.31 0.66 -2.51 0.00
C 21.030560 5.257858 -0.200171 1.42 -1.49 1.27 0.00
C 19.829004 6.025363 0.338762 0.45 1.85 0.21 0.00
O 18.824124 6.250921 -0.564362 -0.82 -0.72 -2.63 0.02
H 21.961499 5.634587 0.256912 -0.24 0.28 0.15 0.00
H 21.012056 4.208261 0.158761 0.02 0.38 -0.12 0.00
H 20.188724 7.029313 0.631082 0.33 -0.10 0.28 0.00
H 19.445369 5.599216 1.276454 0.08 -0.40 0.04 0.00
C 16.808770 2.179878 -8.532816 0.91 0.10 0.05 0.00
C 16.462175 2.818674 -7.213447 0.47 -0.74 0.77 0.00
O 15.537248 3.903776 -7.356851 0.79 0.88 -0.60 0.00
C 14.258930 3.690733 -7.151583 0.50 0.31 -0.53 0.00
O 13.804932 2.744080 -6.617515 -1.13 -1.14 0.79 0.00
C 13.360203 4.771158 -7.803526 0.24 0.95 1.18 0.00
F 12.617300 5.406105 -6.839631 0.54 -0.56 -0.77 0.00
F 14.070019 5.714880 -8.442479 -0.38 -0.34 0.10 0.00
F 12.539860 4.177394 -8.643115 -0.30 0.02 -0.36 0.00
H 17.533885 1.385196 -8.319452 -0.50 -0.25 0.02 0.00
H 17.414605 2.843799 -9.156003 -0.53 0.25 -0.15 0.00
H 15.942161 1.794462 -9.057726 -0.02 -0.07 -0.12 0.00
H 17.373614 3.195964 -6.740098 -0.24 0.48 -0.13 0.00
H 16.094342 2.074129 -6.502885 -0.39 0.16 -0.17 0.00
C 18.249127 6.072677 -7.478453 -0.67 0.22 0.49 0.00
C 19.432916 5.425052 -6.815701 -0.40 1.13 0.69 0.00
O 19.843141 4.278420 -7.577063 -1.78 2.73 -2.98 0.00
C 20.301086 3.314246 -6.946962 -0.28 -1.89 -5.01 0.00
O 20.587761 3.320102 -5.851774 2.28 -0.83 8.09 0.00
C 20.491601 2.054748 -7.791050 -0.39 -0.17 0.54 0.00
F 19.768815 1.069459 -7.233886 -0.27 -0.36 0.21 0.00
F 20.096552 2.191409 -9.031587 -0.07 0.05 -0.96 0.00
F 21.753469 1.685961 -7.746781 0.88 -0.22 -0.20 0.00
H 18.549964 6.994697 -7.961132 -0.18 -0.03 -0.49 0.00
H 17.533440 6.337212 -6.694264 0.12 0.21 -0.03 0.00
H 17.672342 5.408179 -8.117875 0.28 0.00 -0.34 0.00
H 19.214304 5.162391 -5.778735 0.14 -0.42 -0.29 0.00
H 20.231665 6.158819 -6.731485 0.36 -0.43 -0.21 0.00
C 17.476666 2.771877 0.336976 0.36 -0.65 0.59 0.00
C 18.928809 2.872414 -0.008209 0.37 1.08 -0.49 0.00
O 19.639777 1.620040 0.208690 -4.09 -0.30 2.81 0.00
C 20.726324 1.443226 -0.367304 -0.49 -4.14 3.48 0.00
O 21.137261 2.114007 -1.178930 4.26 4.60 -6.60 0.00
C 21.487921 0.196367 0.109867 -0.09 0.47 0.11 0.00
F 22.671259 0.569862 0.571872 0.71 0.25 0.31 0.00
F 20.866111 -0.474448 1.051825 -0.46 -0.46 0.60 0.00
F 21.692639 -0.606351 -0.917313 0.09 -0.72 -0.92 0.00
H 16.947343 2.063846 -0.299916 -0.13 0.21 -0.18 0.00
H 17.071994 3.776652 0.287374 -0.24 0.03 -0.20 0.00
H 17.362008 2.412407 1.362293 -0.08 0.09 0.00 0.00
H 19.449570 3.608245 0.611306 -0.50 -0.40 0.11 0.00
H 19.100529 3.237204 -1.030758 -0.12 -0.40 0.11 0.00
C 18.072135 0.225840 -2.953393 0.00 -0.86 -0.16 0.00
C 19.241356 0.862982 -3.678233 -0.94 0.08 0.10 0.00
O 20.221408 -0.170146 -3.943138 -0.04 -0.49 0.30 0.00
C 21.450275 0.204130 -4.139514 -0.25 0.37 -0.22 0.00
O 21.828199 1.344170 -4.206093 0.53 -0.05 0.07 0.00
C 22.430144 -0.962719 -4.370302 0.18 -0.23 0.94 0.00
F 21.777082 -2.123549 -4.406934 0.34 0.07 -0.23 0.00
F 23.086247 -0.757037 -5.507857 -0.03 -0.22 0.05 0.00
F 23.334550 -1.024537 -3.353692 -0.64 0.16 -0.80 0.00
H 17.410202 0.983400 -2.539508 0.20 0.07 0.20 0.00
H 18.458549 -0.455799 -2.188009 -0.14 0.39 0.26 0.00
H 17.443293 -0.414634 -3.581297 0.24 0.18 -0.24 0.00
H 19.646088 1.662213 -3.062401 0.31 -0.08 -0.16 0.00
H 18.917040 1.271210 -4.632361 0.25 0.11 -0.10 0.00
C 14.545291 7.726686 -4.810826 0.23 0.56 -0.03 0.00
C 14.275180 9.160393 -4.373184 0.02 -0.43 0.13 0.00
O 13.089199 9.146625 -3.486083 -0.79 0.14 -4.37 0.00
C 13.272204 9.073860 -2.253007 -4.32 -0.92 -0.06 0.00
O 14.276691 9.176941 -1.720403 6.09 0.49 4.03 0.00
C 11.980275 8.692950 -1.498651 -0.63 1.60 0.06 0.00
F 12.006838 9.240042 -0.267535 -0.01 -0.72 -0.44 0.00
F 10.874732 9.165588 -2.114900 0.49 -0.45 0.26 0.00
F 11.909534 7.367814 -1.436720 -0.62 0.58 0.80 0.00
H 14.782935 7.127773 -3.931042 -0.13 0.15 -0.36 0.00
H 15.435045 7.657228 -5.443193 -0.07 0.27 0.01 0.00
H 13.693612 7.365629 -5.380678 -0.06 -0.34 0.19 0.00
H 13.979904 9.811144 -5.190761 0.10 0.03 0.06 0.00
H 15.130931 9.554211 -3.821496 -0.29 0.21 -0.15 0.00
C 13.436169 5.325630 -2.522503 -0.71 -1.40 -0.56 0.00
C 14.090622 4.622710 -1.373230 0.96 1.20 0.03 0.00
O 13.275444 3.553848 -0.927098 -1.80 0.21 -3.20 0.00
C 13.586180 3.023765 0.179233 -3.11 -1.31 0.03 0.00
O 14.446549 3.390497 0.846763 4.24 0.75 3.62 0.00
C 12.532712 2.004600 0.682191 0.09 -0.57 -0.02 0.00
F 12.154731 2.360148 1.919500 0.30 -0.39 -0.27 0.00
F 11.430462 1.983857 -0.071793 0.31 -0.28 0.03 0.00
F 13.081895 0.751812 0.712716 -0.62 1.00 0.09 0.00
H 13.057622 4.514093 -3.155803 0.00 0.21 -0.28 0.00
H 14.169730 5.854175 -3.118603 -0.13 0.00 0.34 0.00
H 12.576766 5.928156 -2.249262 0.58 -0.42 -0.26 0.00
H 14.256726 5.302958 -0.534883 0.12 -0.13 0.05 0.00
H 15.057957 4.236889 -1.699054 0.06 -0.14 0.23 0.00
```
Forces are in eV/Å.